The following is a quantum chemistry calculation of a cluster of 7 separate species, C19H55BrF2N2O7P in total, from the OMol25 dataset.

The geometry in XYZ format:
```
87
C19H55BrF2N2O7P | the OMol25 dataset | ωB97M-V/def2-TZVPD
C -4.023 -0.175 -1.319
O -3.407 0.830 -0.539
C -3.433 0.615 0.866
C -2.294 1.351 1.574
C -1.144 0.477 2.086
P 0.485 0.251 1.087
N -0.193 0.850 -0.449
F 1.147 -0.285 2.667
C 0.989 2.062 1.611
C 1.438 3.034 0.542
F 0.375 3.838 0.074
C 0.133 -1.604 0.640
C -1.293 -2.071 0.397
C -1.351 -3.474 -0.205
Br -1.537 -3.452 -2.151
C 2.304 0.023 0.402
C 3.063 -1.288 0.682
C 3.142 -2.353 -0.438
C 2.924 -1.873 -1.863
N 3.391 -2.903 -2.810
H -3.348 -0.434 -2.141
H -4.212 -1.084 -0.739
H -4.958 0.187 -1.753
H -4.400 0.962 1.260
H -3.378 -0.461 1.063
H -2.753 1.864 2.429
H -1.918 2.144 0.924
H -1.531 -0.469 2.478
H -0.719 0.950 2.971
H -1.067 0.432 -0.740
H 0.454 0.782 -1.222
H 1.774 1.989 2.369
H 0.159 2.568 2.114
H 2.175 3.741 0.944
H 1.887 2.549 -0.326
H 0.654 -1.742 -0.311
H 0.582 -2.272 1.380
H -1.814 -1.398 -0.288
H -1.878 -2.103 1.318
H -0.445 -4.042 -0.006
H -2.201 -4.051 0.152
H 2.887 0.810 0.883
H 2.353 0.259 -0.666
H 2.646 -1.754 1.574
H 4.093 -1.041 0.958
H 2.421 -3.152 -0.231
H 4.125 -2.833 -0.420
H 3.498 -0.961 -2.045
H 1.870 -1.616 -2.025
H 2.944 -3.784 -2.565
H 3.020 -2.679 -3.729
C 0.838 2.179 5.646
O 0.239 0.898 5.704
H 0.559 2.706 6.559
H 1.930 2.121 5.597
H 0.485 2.756 4.785
H 0.469 0.443 4.879
C 4.091 6.405 0.003
O 3.507 6.088 1.259
H 5.163 6.503 0.166
H 3.919 5.614 -0.730
H 3.709 7.349 -0.395
H 2.561 5.961 1.129
C -7.923 1.768 -2.199
O -7.200 0.618 -2.608
H -7.564 2.025 -1.205
H -7.746 2.620 -2.862
H -8.999 1.578 -2.144
H -7.491 0.366 -3.489
C 4.546 5.017 4.664
O 4.887 4.562 3.372
H 4.821 4.231 5.366
H 5.086 5.929 4.941
H 3.471 5.202 4.765
H 4.643 5.244 2.733
C 2.680 -6.027 -4.773
O 2.223 -5.987 -3.432
H 2.070 -5.321 -5.333
H 3.728 -5.724 -4.856
H 2.559 -7.019 -5.218
H 2.749 -6.598 -2.909
C -4.930 -4.914 -4.212
O -3.763 -4.810 -5.010
H -5.548 -5.694 -4.654
H -4.694 -5.193 -3.182
H -5.503 -3.982 -4.199
H -3.208 -4.127 -4.620
```

Summary:
- Energy relative to the best compared isomer or geometry (same formula, charge and spin): 0.000 eV
- LUMO energy: 2.23 eV
- Charge: -1
- Highest occupied orbital energy: -4.0032 eV
- Kohn-Sham gap: 6.23 eV
- Total energy: -4508.09921 a.u.

Atom charges from the Mulliken analysis, given in e for atoms 1 to 2: -0.47 -0.41